{"formula": "C61H144N14O19", "method": "the ωB97M-V functional and the def2-TZVPD basis", "elements": ["C", "C", "O", "N", "H", "H", "C", "H", "H", "H", "H", "H", "H", "C", "C", "O", "N", "H", "H", "C", "H", "H", "H", "H", "H", "H", "C", "C", "C", "C", "N", "C", "C", "C", "C", "C", "H", "H", "H", "H", "H", "H", "H", "H", "H", "H", "H", "H", "H", "H", "H", "H", "H", "H", "H", "H", "C", "C", "C", "C", "N", "C", "C", "C", "C", "C", "H", "H", "H", "H", "H", "H", "H", "H", "H", "H", "H", "H", "H", "H", "H", "H", "H", "H", "H", "H", "C", "C", "C", "C", "N", "C", "C", "C", "C", "C", "H", "H", "H", "H", "H", "H", "H", "H", "H", "H", "H", "H", "H", "H", "H", "H", "H", "H", "H", "H", "C", "C", "C", "C", "N", "C", "C", "C", "C", "C", "H", "H", "H", "H", "H", "H", "H", "H", "H", "H", "H", "H", "H", "H", "H", "H", "H", "H", "H", "H", "C", "C", "C", "C", "N", "C", "C", "C", "C", "C", "H", "H", "H", "H", "H", "H", "H", "H", "H", "H", "H", "H", "H", "H", "H", "H", "H", "H", "H", "H", "C", "N", "C", "C", "C", "C", "O", "H", "H", "H", "H", "H", "H", "H", "H", "H", "H", "H", "H", "H", "H", "C", "N", "C", "C", "C", "C", "O", "H", "H", "H", "H", "H", "H", "H", "H", "H", "H", "H", "H", "H", "H", "N", "O", "O", "O", "N", "O", "O", "O", "N", "O", "O", "O", "N", "O", "O", "O", "N", "O", "O", "O"], "xyz": [[-2.5735, -5.5374, 0.1705], [-3.9300, -5.1045, 0.5502], [-4.2704, -3.9672, 0.2926], [-4.8279, -6.0416, 1.3324], [-5.7051, -5.7561, 0.9212], [-4.6565, -7.0079, 1.0936], [-4.8677, -5.8342, 2.8670], [-2.5017, -6.6044, -0.0405], [-1.7698, -5.3893, 0.8918], [-2.2897, -5.0259, -0.7492], [-3.8505, -5.8560, 3.2581], [-5.3402, -6.6466, 3.4192], [-5.4398, -4.9769, 3.2216], [-6.0004, 2.3819, -2.2886], [-5.7073, 1.9173, -0.8539], [-5.8480, 0.7724, -0.5235], [-5.2356, 2.8600, 0.1815], [-5.3921, 3.8034, -0.1434], [-5.7969, 2.9114, 1.0196], [-3.8459, 2.6562, 0.7141], [-6.8812, 3.0070, -2.1416], [-6.3445, 1.5010, -2.8307], [-5.1910, 2.9020, -2.8008], [-3.1615, 2.7109, -0.1325], [-3.8192, 1.6559, 1.1464], [-3.5558, 3.2811, 1.5586], [7.1865, 1.8413, -0.4812], [7.4641, 3.2011, 0.2446], [6.2032, 4.0948, 0.1723], [5.0763, 3.5874, 1.0997], [3.8536, 4.5565, 1.2912], [2.7753, 3.8269, 2.1466], [1.9531, 2.9918, 1.2039], [2.2615, 3.5435, -0.1919], [2.9069, 4.8804, 0.0940], [4.3212, 5.8071, 2.0291], [6.3355, 1.4093, 0.0453], [8.0474, 1.1758, -0.5449], [6.8188, 1.9428, -1.5023], [8.3267, 3.6981, -0.1992], [7.6983, 3.0292, 1.2951], [5.8389, 4.2558, -0.8423], [6.4438, 5.0866, 0.5549], [5.5526, 3.4337, 2.0680], [4.6882, 2.5905, 0.8906], [2.1376, 4.6314, 2.5129], [3.1289, 3.2662, 3.0119], [0.8825, 3.0896, 1.3837], [2.2792, 1.9839, 1.4606], [1.3954, 3.6258, -0.8486], [2.9815, 2.8816, -0.6732], [2.2121, 5.6834, 0.3403], [3.5458, 5.1360, -0.7513], [4.9582, 5.6067, 2.8907], [3.4585, 6.2049, 2.5635], [4.7557, 6.5461, 1.3560], [9.9599, -2.8103, -4.1073], [9.5504, -3.4190, -2.7637], [8.2813, -2.8761, -2.1736], [7.0915, -3.4374, -2.9769], [5.9335, -3.7649, -2.0847], [6.1196, -4.8510, -0.9854], [4.7539, -5.4873, -0.7289], [3.8613, -5.0105, -1.8645], [4.8026, -4.3586, -2.9329], [5.5238, -2.4306, -1.3340], [10.0718, -1.7287, -4.0323], [9.1619, -3.0496, -4.8102], [10.9000, -3.3193, -4.3200], [10.2927, -3.0476, -2.0572], [9.6615, -4.4982, -2.6587], [8.3114, -1.7990, -2.0092], [8.1983, -3.3091, -1.1768], [7.3783, -4.4361, -3.3065], [6.6080, -2.7786, -3.6981], [6.7212, -4.3779, -0.2093], [6.7195, -5.5844, -1.5244], [4.3815, -5.3977, 0.2916], [4.9351, -6.5585, -0.8170], [3.0628, -4.3162, -1.6032], [3.3116, -5.8850, -2.2126], [4.3845, -3.4972, -3.4537], [5.2418, -5.1134, -3.5852], [6.2559, -2.3083, -0.5358], [4.5745, -2.5248, -0.8068], [5.5615, -1.5635, -1.9934], [-1.0777, -1.4484, -6.3038], [-1.7996, -0.5359, -5.2826], [-3.1355, -1.0396, -4.8655], [-3.1544, -2.4170, -4.1771], [-4.5334, -2.8157, -3.7040], [-4.5157, -4.2992, -3.2201], [-5.9626, -4.7530, -3.4336], [-6.6634, -3.8582, -4.4778], [-5.6311, -2.8015, -4.8207], [-5.0314, -1.8359, -2.5758], [-0.0518, -1.0802, -6.2894], [-1.5050, -1.3888, -7.3048], [-1.1971, -2.4386, -5.8643], [-1.9567, 0.5019, -5.5767], [-1.2809, -0.5387, -4.3239], [-3.7442, -1.0511, -5.7696], [-3.6008, -0.2791, -4.2383], [-2.5429, -2.5279, -3.2816], [-2.9254, -3.1931, -4.9074], [-4.0680, -4.4354, -2.2357], [-3.9520, -4.8883, -3.9435], [-6.4790, -4.6063, -2.4850], [-5.9897, -5.8027, -3.7262], [-7.5751, -3.3846, -4.1137], [-7.0813, -4.3988, -5.3270], [-5.9395, -1.7681, -4.9792], [-5.2346, -3.1585, -5.7713], [-5.9197, -2.3935, -2.2787], [-5.2341, -0.8519, -2.9986], [-4.3529, -1.9171, -1.7266], [1.8148, 0.1621, -3.5169], [1.6967, -1.3718, -3.2464], [1.4231, -1.6034, -1.7524], [-0.0295, -1.4507, -1.2812], [-0.1395, -1.2309, 0.2852], [-1.5871, -1.1920, 0.8644], [-1.4213, -0.4625, 2.1524], [-0.4100, 0.6035, 1.7971], [0.5655, 0.0338, 0.7476], [0.6371, -2.4598, 0.9617], [2.1316, 0.4270, -4.5257], [2.5669, 0.5429, -2.8259], [0.8455, 0.5931, -3.2666], [2.5872, -1.8419, -3.6637], [0.8936, -1.7789, -3.8608], [2.1924, -1.0829, -1.1819], [1.5845, -2.6663, -1.5731], [-0.6451, -2.3205, -1.5107], [-0.5058, -0.6025, -1.7730], [-1.9477, -2.2176, 0.9429], [-2.0833, -0.6439, 0.0634], [-0.9928, -1.1690, 2.8633], [-2.3025, -0.0660, 2.6566], [0.1591, 0.8956, 2.6797], [-0.8491, 1.4996, 1.3587], [1.4705, -0.2589, 1.2799], [0.7399, 0.6771, -0.1149], [0.1347, -3.3523, 0.5888], [0.6312, -2.4556, 2.0517], [1.6090, -2.3505, 0.4806], [1.9609, 3.5965, -5.2086], [0.5584, 4.1441, -5.4485], [0.3511, 5.3355, -4.5397], [-1.0713, 5.4691, -3.9150], [-1.3468, 6.6770, -2.9813], [-0.3341, 6.7390, -1.7957], [-1.0139, 5.8182, -0.7623], [-2.5596, 6.0144, -0.8911], [-2.7344, 6.6520, -2.2644], [-1.2232, 7.9570, -3.7537], [2.6726, 4.3933, -5.4244], [2.1481, 2.9002, -6.0261], [2.0773, 3.0828, -4.2543], [-0.1607, 3.3440, -5.2724], [0.4162, 4.4064, -6.4969], [0.7873, 6.2411, -4.9613], [0.9451, 5.2056, -3.6350], [-1.1978, 4.6402, -3.2186], [-1.9134, 5.4436, -4.6066], [-0.3672, 7.7739, -1.4552], [0.7124, 6.5644, -2.0455], [-0.6352, 6.2676, 0.1557], [-0.7630, 4.7685, -0.6099], [-2.9380, 6.7069, -0.1392], [-3.1103, 5.0816, -0.7695], [-3.0543, 7.6940, -2.2660], [-3.5205, 6.1541, -2.8321], [-1.8817, 7.8958, -4.6201], [-0.1896, 8.0133, -4.0952], [-1.4557, 8.8333, -3.1487], [3.4984, 1.2874, 6.6125], [1.9377, 1.2825, 6.8490], [1.4612, 2.7405, 6.7878], [1.2624, 0.4852, 5.6852], [1.5424, 0.5575, 8.1769], [2.1085, 1.2743, 9.4545], [3.4676, 1.1555, 9.5380], [3.8728, 2.1860, 7.1029], [3.7018, 1.4491, 5.5540], [4.0599, 0.4625, 7.0511], [1.8706, 3.1471, 5.8631], [1.9592, 3.2436, 7.6166], [0.3722, 2.7776, 6.8143], [1.6556, 0.9651, 4.7890], [0.1869, 0.6542, 5.7381], [1.3943, -0.5935, 5.7691], [1.7824, -0.5042, 8.1198], [0.4616, 0.5790, 8.3168], [1.7801, 0.7702, 10.3635], [1.6792, 2.2378, 9.7294], [3.7155, 1.5899, 10.3574], [-7.4063, -2.0233, 3.2664], [-7.0686, -1.8917, 4.7906], [-8.2184, -1.1888, 5.5448], [-7.1081, -3.3434, 5.3513], [-5.6686, -1.2087, 5.0462], [-4.4355, -1.9796, 4.6199], [-4.4053, -2.3915, 3.2303], [-6.8983, -1.1889, 2.7827], [-8.4899, -2.0842, 3.1653], [-6.9257, -2.9265, 2.8903], [-9.1425, -1.6807, 5.2413], [-8.2949, -0.1707, 5.1631], [-8.1771, -1.2672, 6.6312], [-8.1157, -3.7588, 5.3686], [-6.7481, -3.3078, 6.3795], [-6.3839, -3.9426, 4.7995], [-5.6553, -1.0290, 6.1212], [-5.7944, -0.2549, 4.5340], [-4.2486, -2.7778, 5.3383], [-3.5339, -1.3897, 4.7850], [-3.5251, -2.7269, 3.0448], [-1.7632, 1.8404, -2.3431], [-2.4359, 2.5410, -3.0835], [-2.3295, 0.8265, -1.9744], [-0.6330, 2.1335, -1.8642], [-0.9326, -4.0969, 3.8562], [-0.3604, -5.1642, 3.6623], [-1.8511, -3.7530, 3.1674], [-0.4013, -3.3193, 4.5859], [-0.2832, -5.5590, -2.3546], [0.1451, -4.6614, -1.5866], [-1.1983, -5.4043, -3.0952], [0.3138, -6.6027, -2.3062], [-0.1692, 4.3887, 3.8841], [-0.6596, 4.9664, 2.8659], [0.0310, 4.9947, 4.8897], [-0.0750, 3.1906, 3.9597], [4.2960, -0.3409, 1.6874], [4.1382, 0.0822, 0.5478], [4.5438, -1.5341, 1.7626], [4.0096, 0.3118, 2.6767]], "forces_ev_per_a": [[0.280, -1.613, -0.734], [2.592, 2.986, -0.233], [-1.333, -2.253, 0.958], [-0.708, 1.396, 0.921], [-0.958, -0.349, 0.176], [0.291, -0.503, -0.012], [0.403, -0.636, 0.695], [-0.150, -0.233, -0.059], [-0.279, 0.471, 0.616], [0.071, 0.180, 0.054], [0.165, 0.569, -0.389], [-0.216, -0.618, -0.942], [0.506, 0.429, -1.029], [-0.289, 0.091, 1.589], [-0.101, -2.986, -1.750], [0.158, 1.190, 0.405], [0.170, 1.928, 1.044], [0.563, 0.685, -0.640], [-0.950, -0.937, 0.327], [0.978, -1.160, -0.264], [-0.076, 0.492, -0.474], [0.310, 0.099, 0.080], [0.065, -0.006, 0.202], [0.134, 0.026, 0.232], [-0.068, -0.197, -0.445], [-0.444, 0.741, -0.420], [-0.372, 0.713, 0.550], [-0.687, -0.692, -1.060], [-0.535, 0.424, 0.561], [-0.063, -0.084, -0.521], [-0.317, -0.207, 1.589], [-0.456, 1.276, 0.502], [-0.119, -0.554, 0.138], [0.206, -0.613, 0.236], [2.119, -0.856, -0.748], [-0.934, -0.114, 0.285], [0.275, -0.696, 0.057], [-0.078, 0.014, 0.429], [0.155, 0.528, -0.153], [-0.158, 0.189, 0.004], [0.091, -0.124, 0.023], [0.116, -0.280, -0.193], [0.267, 0.153, -0.064], [-0.476, 0.513, 0.409], [-0.270, 0.084, -0.545], [0.177, 0.170, 0.192], [0.664, 0.149, -0.314], [0.134, 0.092, 0.517], [-0.227, -0.377, -1.018], [-0.046, -0.021, 0.092], [0.047, 0.103, -0.237], [0.271, -0.066, 0.438], [-0.027, 0.534, 0.096], [0.536, -0.599, -0.575], [-0.295, 0.341, -0.621], [-0.023, -0.266, 0.049], [-0.589, -1.187, 0.708], [1.544, 1.676, 1.053], [-0.913, -1.041, -0.125], [-0.292, -0.239, 1.673], [-1.850, 1.010, 1.605], [0.944, 0.761, -1.520], [0.785, -0.169, 0.472], [-0.514, 0.107, -0.842], [-0.254, 0.206, 1.822], [0.350, -1.311, -0.025], [0.121, -0.110, -0.027], [0.394, 0.070, -0.583], [-0.058, 0.432, -0.766], [0.444, -0.156, 0.119], [-0.441, -0.112, -0.523], [-0.155, 0.043, -0.468], [0.013, 0.042, 0.142], [0.130, 0.313, -0.878], [0.681, -0.199, -0.495], [-0.432, -0.417, 0.263], [0.346, -0.069, 0.307], [-0.144, 0.640, -0.178], [-0.193, -0.041, -0.136], [0.252, 0.116, 0.383], [0.051, 0.194, -0.565], [-0.215, -0.446, -0.311], [0.040, 0.265, -0.132], [0.020, 0.106, -0.215], [-0.078, -0.157, -0.380], [-0.148, -0.307, -0.185], [-0.482, 1.208, 1.293], [0.378, -0.279, 0.408], [-1.606, -0.288, 0.012], [-0.774, 0.086, -0.770], [-0.688, 0.428, 0.221], [-0.763, 0.540, -1.755], [-0.596, 0.041, 1.047], [-0.576, 0.548, 0.750], [1.051, -0.347, -0.536], [-0.050, -2.707, -0.895], [0.158, -0.629, -0.407], [0.034, -0.081, 0.089], [0.664, -0.246, -0.576], [0.400, -0.004, -0.246], [0.871, 0.329, -0.126], [-0.363, -0.451, -0.080], [0.097, -0.008, 0.331], [0.400, 0.190, -0.235], [0.433, -0.008, 0.199], [-0.192, 0.420, -0.131], [0.669, 0.540, 0.087], [-0.297, -0.456, 0.037], [-0.037, 0.068, 0.233], [0.103, -0.038, 0.658], [0.784, -0.061, -0.266], [-0.207, -0.214, 0.251], [0.933, 0.366, 0.167], [-0.444, 0.769, 0.234], [0.241, -0.290, 0.289], [0.274, 0.512, -0.317], [-0.140, -1.021, 0.458], [-0.589, 1.522, -0.593], [0.329, -1.916, -0.179], [-0.311, 1.184, 0.812], [1.031, -2.026, 0.393], [0.864, -0.249, -1.962], [0.593, -0.200, 0.335], [0.886, 1.010, 0.035], [-1.023, -0.659, 0.725], [-0.928, 0.896, -1.761], [-0.233, -0.136, -0.057], [-0.002, 0.267, 0.050], [0.133, 0.468, -0.155], [0.196, -0.315, 0.686], [-0.250, -0.100, 0.044], [-0.312, 0.414, 0.298], [0.425, -0.149, -0.031], [0.396, -0.330, 0.113], [-0.097, 0.310, 0.493], [0.032, 0.054, -0.067], [-0.600, 0.141, 0.250], [0.060, -0.028, 0.202], [-0.267, 0.000, -0.446], [-0.186, 0.360, -0.090], [-0.320, 0.080, 0.276], [0.239, 0.075, -0.615], [0.043, -0.032, 0.214], [0.138, -0.052, -0.021], [0.043, 0.506, -0.159], [0.109, -0.406, 0.797], [-0.192, -0.088, -1.609], [-0.147, -0.422, 0.250], [-0.720, 0.911, 1.665], [-0.292, -0.026, 0.615], [0.772, 0.846, -0.055], [-1.892, -0.938, -0.352], [0.352, 0.929, 1.544], [1.053, 0.675, -0.023], [0.184, -0.096, -0.803], [0.250, -0.432, -0.514], [0.280, 0.024, 0.653], [0.171, -0.424, 0.221], [0.101, 0.320, 0.015], [-0.213, 0.047, 0.316], [0.129, 0.201, 0.012], [-0.472, 0.147, -0.371], [0.426, -0.385, -0.051], [-0.068, -0.360, -0.321], [0.149, 0.126, -0.172], [-0.245, -0.047, 0.123], [-0.345, -0.459, -0.451], [-0.449, -0.216, 0.563], [0.350, -0.035, -1.020], [0.124, -0.064, 0.088], [0.200, -0.063, -0.271], [0.215, -0.022, 0.456], [0.567, -0.261, -0.561], [0.007, 0.133, 0.063], [-0.147, 0.158, -0.056], [-0.043, -0.246, 0.081], [-0.778, 1.070, 0.460], [0.178, -1.649, -0.257], [0.933, -1.060, 0.154], [0.132, 1.200, 0.869], [0.350, 1.856, 0.910], [-1.705, -1.661, 0.586], [1.878, 0.754, -0.620], [-0.153, -0.114, 0.230], [-0.318, -0.533, -0.057], [-0.687, -0.284, -0.221], [-0.465, -0.003, -0.012], [-0.395, 0.058, 0.030], [0.260, 0.093, -0.044], [-0.092, -0.526, -0.132], [0.066, 0.294, 0.098], [0.672, 0.210, -0.027], [0.640, 0.259, -0.137], [-0.141, 0.325, -0.574], [-1.082, -0.991, -0.309], [0.206, 0.769, -1.194], [0.540, -0.066, 0.093], [0.889, 0.325, 1.370], [-0.619, -2.043, 0.380], [0.109, 0.083, -1.356], [1.091, 0.982, 0.283], [-1.482, -0.148, -0.616], [0.892, -0.459, -0.614], [-1.669, 0.546, 1.228], [-0.575, 0.066, -0.152], [0.211, 0.267, -0.103], [-0.068, 0.127, 0.193], [0.126, -0.141, -0.054], [0.222, 0.091, 0.392], [0.664, 0.118, -0.179], [0.089, 0.236, -0.437], [-0.094, 0.116, 0.045], [-0.333, 0.052, -0.090], [0.179, -0.029, -0.046], [0.207, 0.028, -0.010], [-0.333, -0.676, -0.275], [-0.234, 0.699, 0.184], [0.968, -0.395, 0.215], [0.261, 0.180, 1.369], [0.310, 2.577, -1.525], [-0.492, -2.952, 1.403], [-0.603, 0.447, -0.904], [4.474, -2.062, -0.214], [-0.649, -2.023, -0.443], [-5.401, 1.153, -3.013], [0.773, 3.326, 3.172], [3.258, -0.425, 2.158], [-0.661, 2.100, 0.663], [-3.935, 1.458, -2.342], [0.955, -2.666, -0.250], [-2.558, 1.329, -0.693], [0.685, -0.372, -0.635], [1.282, 3.059, 2.534], [0.669, -4.349, -1.520], [-1.456, -2.294, -0.564], [-0.038, 2.587, -2.288], [1.131, -1.814, 1.083], [0.012, 1.813, 1.537]], "lowdin_charge": [0.0344, -0.3747, 0.1189, 0.1426, 0.1688, 0.1814, 0.0583, 0.1122, 0.1108, 0.0734, 0.1107, 0.1086, 0.0617, 0.0576, -0.3726, 0.1533, 0.1027, 0.1714, 0.1859, 0.0405, 0.1028, 0.0950, 0.0910, 0.0906, 0.0998, 0.1229, -0.0866, -0.2090, -0.1800, -0.0878, -0.1846, -0.1029, -0.1587, -0.1366, -0.0751, 0.0181, 0.0403, 0.0706, 0.0710, 0.1092, 0.1084, 0.1103, 0.1019, 0.1348, 0.0974, 0.1091, 0.1363, 0.0952, 0.0868, 0.0944, 0.1170, 0.1331, 0.1271, 0.1126, 0.0991, 0.1073, -0.0792, -0.2810, -0.1927, -0.1187, -0.2649, -0.0675, -0.1313, -0.1284, -0.0583, 0.0499, 0.0820, 0.0687, 0.0847, 0.1109, 0.1206, 0.1222, 0.1021, 0.1336, 0.1387, 0.1266, 0.1336, 0.1259, 0.1192, 0.0863, 0.1193, 0.1167, 0.1377, 0.0911, 0.0845, 0.1061, -0.0534, -0.2592, -0.2094, -0.0979, -0.2153, -0.0709, -0.1457, -0.1415, -0.0842, 0.0625, 0.0724, 0.0847, 0.0669, 0.1159, 0.0844, 0.1192, 0.0927, 0.1344, 0.1293, 0.1052, 0.1349, 0.0981, 0.1266, 0.1139, 0.1268, 0.1297, 0.1411, 0.0946, 0.0835, 0.0975, -0.0895, -0.2077, -0.1910, -0.0756, -0.1658, -0.0885, -0.1637, -0.1467, -0.0876, 0.0869, 0.0686, 0.0693, 0.0428, 0.0927, 0.0939, 0.1038, 0.0682, 0.1056, 0.0833, 0.1096, 0.1082, 0.0973, 0.1115, 0.0954, 0.1028, 0.1128, 0.1185, 0.0854, 0.1040, 0.0850, -0.0986, -0.2433, -0.1768, -0.0772, -0.2405, -0.0589, -0.1320, -0.1197, -0.0735, 0.0066, 0.0829, 0.0772, 0.0659, 0.1050, 0.1193, 0.1182, 0.0903, 0.0966, 0.1372, 0.1352, 0.1265, 0.1090, 0.0975, 0.1226, 0.0781, 0.1267, 0.1301, 0.1185, 0.1031, 0.1116, 0.0407, -0.2850, 0.0133, 0.0218, -0.0518, -0.2725, -0.0389, 0.0928, 0.0887, 0.1104, 0.0869, 0.1008, 0.1071, 0.0822, 0.0948, 0.1081, 0.1367, 0.1284, 0.1259, 0.1229, 0.1145, 0.0403, -0.2937, 0.0162, 0.0203, -0.0598, -0.2052, -0.0919, 0.0969, 0.1069, 0.0773, 0.1014, 0.1093, 0.1168, 0.1162, 0.1135, 0.0710, 0.1410, 0.1285, 0.1266, 0.1313, 0.0280, -0.6274, -0.0417, -0.0684, -0.0479, -0.7025, -0.0051, -0.0846, -0.0087, -0.6950, -0.1004, -0.0230, 0.0059, -0.6893, -0.0971, 0.0059, -0.0607, -0.6707, -0.0826, -0.0284, -0.0454], "total_charge": 4, "gap_ev": 5.646, "homo_energy_ev": -13.77, "e_lumo_ev": -8.12}